Record 1
{
  "formula": "C34H57Cl4IN3O3S3",
  "method": "wB97M-V/def2-TZVPD",
  "species": ["I", "Cl", "Cl", "Cl", "Cl", "S", "S", "S", "O", "O", "O", "N", "N", "N", "C", "C", "C", "C", "C", "C", "C", "C", "C", "C", "C", "C", "C", "C", "C", "C", "C", "C", "C", "C", "C", "C", "C", "C", "C", "C", "C", "C", "C", "C", "C", "C", "C", "C", "H", "H", "H", "H", "H", "H", "H", "H", "H", "H", "H", "H", "H", "H", "H", "H", "H", "H", "H", "H", "H", "H", "H", "H", "H", "H", "H", "H", "H", "H", "H", "H", "H", "H", "H", "H", "H", "H", "H", "H", "H", "H", "H", "H", "H", "H", "H", "H", "H", "H", "H", "H", "H", "H", "H", "H", "H"],
  "xyz": [[5.4366, -0.5807, 0.0108], [0.0105, 5.9360, -1.0669], [5.1902, 0.8906, -3.2897], [4.7184, -3.1592, -4.6385], [0.1680, -0.7342, 6.1255], [0.0120, 1.3270, 5.8180], [-4.1486, -5.3029, 1.4171], [-2.1351, -4.0004, 3.3140], [-1.2065, 1.5557, 4.8690], [0.5778, 1.6200, -4.2511], [-0.3923, 1.9543, 7.1967], [-3.3241, -2.5984, 0.9025], [2.7497, -2.0728, -2.1072], [3.0780, -0.6934, -2.1613], [-0.8438, 0.4679, -1.7001], [1.0018, 0.8319, 1.3161], [-0.6061, 3.3340, 0.1836], [-4.9139, -0.1870, 2.3740], [-1.3584, -7.4245, 4.1177], [0.4015, 3.0749, -4.3548], [-0.5285, 4.9878, 0.4297], [0.7429, 0.2537, -1.2676], [1.3270, 1.3812, -0.2318], [1.6130, 2.0850, 5.1234], [0.8280, 2.9115, -0.4684], [2.9928, 1.2496, -0.3406], [-5.5140, -1.7016, 2.0320], [-1.5921, 5.2110, -4.1148], [-2.4174, -1.7219, -1.4418], [-0.6168, -5.0421, 2.9317], [-3.2496, -3.8707, 1.7720], [-2.5735, -2.9732, -0.3561], [2.1620, 1.2360, 3.7963], [-4.7609, -2.2038, 0.6381], [-0.4527, 6.3086, -4.5435], [4.1585, -0.6470, -3.1940], [5.1876, -1.9180, -3.2897], [-5.9186, 0.4457, 3.5233], [-1.9045, -0.3172, -0.6920], [1.0626, 5.7781, -4.8792], [-1.1391, 3.6377, -4.0263], [3.4167, -0.3180, -0.7496], [6.7482, -1.4698, -3.6996], [1.4419, 1.9082, 2.4853], [1.7406, -0.0426, -2.5803], [1.8395, 1.2927, -3.5017], [-0.9168, -6.6414, 2.7268], [1.5343, 4.1763, -4.7903], [-0.8080, -8.4806, 4.0984], [-2.7206, 5.4646, -3.8693], [1.3325, 3.2091, 4.8410], [0.1048, -7.1447, 2.3856], [3.5241, 1.4331, 0.7020], [-2.5107, -7.6721, 4.1610], [-1.9633, 2.8509, -3.7041], [-1.1341, 1.5787, -1.9213], [-1.7124, -6.8883, 1.8982], [-1.5449, 3.1724, -0.4958], [-1.6521, 5.2955, 0.6896], [1.6482, 3.6200, 0.0333], [2.6295, 3.8168, -5.0229], [3.5949, -0.6966, -4.2503], [-0.9495, -0.1011, -2.7452], [0.0262, -4.6476, 2.0283], [-0.7949, 7.4399, -4.6130], [2.4151, 2.1469, 5.9868], [-0.8524, 2.8866, 1.2332], [0.7890, 3.2606, -1.6031], [2.2221, 2.2243, -2.8601], [5.3112, -2.5542, -2.3193], [-1.6189, -2.1126, -2.2386], [-5.2825, -2.3746, 2.9609], [3.4586, 2.0453, -1.0769], [-1.4280, -0.6664, 0.3175], [-3.4059, -1.4741, -2.0168], [0.1049, 5.2395, 1.4055], [-1.4749, -3.3664, -0.1233], [6.8104, -0.9307, -4.7361], [-6.2007, 1.5421, 3.1658], [0.6802, -0.7428, -0.6072], [-6.6720, -1.6958, 1.8577], [2.7939, -0.9881, 0.0228], [1.0858, -0.8086, -3.2249], [-5.3908, -3.0556, 0.0878], [0.5583, 2.5769, 2.8713], [0.0922, -4.9500, 3.8877], [1.8497, 6.6118, -5.2090], [-4.8250, -1.2677, -0.1000], [1.3660, -0.2638, 1.4984], [7.3137, -2.5115, -3.8468], [3.3243, 1.4726, 3.7312], [-3.7965, -0.2297, 2.7557], [7.3113, -0.9313, -2.8247], [-6.8984, -0.2359, 3.5432], [2.6190, 1.2402, -4.4057], [-0.9946, -6.8732, 5.0927], [-3.1389, -3.8459, -0.8928], [-0.1906, 0.7895, 1.3620], [1.9270, -2.2532, -1.5069], [-4.9064, 0.5107, 1.4234], [2.2060, 2.6590, 1.9589], [-5.3809, 0.4643, 4.5817], [1.9250, 0.0887, 3.8738], [-2.8945, 0.3250, -0.5596], [2.4913, -2.4362, -3.0488]],
  "atomic_forces_ev_per_a": [[-0.50, -0.24, -0.58], [-0.37, -0.91, 1.52], [-1.79, -0.97, 0.62], [-0.18, 1.47, 1.39], [0.51, 1.06, -0.44], [-7.03, 4.21, 2.43], [1.75, 3.27, 0.61], [0.17, 0.65, -1.35], [5.13, -1.31, 1.97], [1.23, 2.45, 1.67], [2.89, -2.52, -4.72], [0.03, -2.04, 0.59], [-0.30, -2.76, -0.07], [-1.53, -0.42, 0.21], [0.05, -1.01, -1.17], [-2.20, 1.21, -0.18], [0.15, 1.78, 0.02], [-0.73, -0.26, 0.50], [0.35, -0.84, -0.31], [-1.63, 4.29, -0.18], [-1.82, -1.10, 1.70], [-0.54, -0.57, 0.98], [1.31, -1.18, 0.61], [1.39, -0.06, -0.36], [0.26, 0.59, 0.22], [0.14, 0.16, -0.25], [1.44, 0.69, -0.78], [4.37, -2.03, -0.95], [0.46, -0.09, 0.52], [1.16, -1.56, -0.41], [-0.96, -2.05, -1.02], [0.29, 0.12, -1.64], [-0.22, 1.37, 0.01], [-1.84, 0.23, -0.22], [0.55, -4.29, 0.21], [1.47, -0.51, -4.19], [2.48, -0.28, 0.64], [0.30, 0.12, -0.57], [-0.37, -0.78, -1.11], [-2.51, -1.65, 0.94], [1.80, 2.18, -0.69], [-1.11, 2.07, 3.68], [0.24, -1.69, -0.13], [0.85, 0.22, -0.61], [-4.09, 2.13, -1.17], [1.94, 1.66, -1.15], [0.49, -0.68, 0.38], [-4.10, 0.61, 1.01], [-1.21, 2.27, 0.12], [2.75, -0.44, -0.59], [0.22, -2.63, 0.66], [-2.07, 1.21, 0.60], [-1.32, -0.39, -2.16], [2.37, 0.85, -0.01], [2.00, 1.74, -0.85], [0.82, -2.11, 0.66], [1.59, 0.83, 1.59], [2.00, 0.06, 1.08], [2.59, -0.35, -0.74], [-1.74, -1.52, -1.03], [-2.44, 1.03, 0.46], [1.09, 0.29, 2.50], [0.15, 1.41, 2.13], [-1.51, -0.57, 1.67], [1.15, -2.65, 0.08], [-1.90, -0.46, -1.56], [0.63, 0.69, -1.97], [0.17, -1.05, 2.30], [-1.17, -2.04, -1.34], [-0.72, 1.39, -1.86], [-1.68, 0.93, 1.66], [-0.42, 1.03, -1.88], [-0.85, -1.77, 1.32], [-0.99, 1.08, -1.76], [1.84, -0.74, 1.10], [-1.00, -0.42, -2.49], [-2.36, 0.92, -0.11], [-0.23, -0.83, 2.23], [0.46, -2.32, 1.14], [0.30, 1.85, -1.57], [2.27, 0.17, 0.28], [1.33, 1.34, -2.30], [1.98, 1.41, 1.30], [1.46, 1.53, 1.27], [1.47, -1.59, -1.03], [-1.82, 0.04, -1.92], [-1.83, -2.25, 0.83], [0.58, -2.02, 1.63], [-0.35, 2.08, -0.33], [-1.32, 2.25, 0.35], [-2.46, -0.91, 0.28], [-2.34, -0.14, -0.76], [-1.37, -0.78, -1.82], [2.14, 1.74, 0.21], [-1.35, -0.43, 2.25], [-0.87, -0.98, -2.01], [1.02, 1.42, 0.85], [2.57, -0.20, 0.00], [0.63, 0.68, -0.28], [-0.19, -1.54, 1.75], [-1.54, -1.52, 1.38], [-1.38, 0.02, -2.29], [0.61, 2.31, 0.02], [2.38, -1.22, 0.14], [0.49, 0.59, 0.68]],
  "mulliken_charge": [0.2051, -0.1344, -0.0308, -0.1674, -0.1796, 1.0163, -0.1250, 0.0006, -0.5119, -0.4286, -0.5465, 0.4342, -0.7938, 1.0831, 0.3562, -0.6351, -0.1971, 0.0440, -0.8324, 0.3949, -0.5656, 0.0006, 1.1042, -0.7075, -0.7362, -0.5023, -0.7294, -0.3486, -0.7016, -0.5713, -0.2675, -0.8785, -0.4714, -0.7087, -0.4441, -0.6392, 0.2121, -0.9113, -0.2426, -0.3844, -0.1099, -0.8413, -1.1230, -0.3062, -0.9057, -0.7365, -0.2807, -0.1846, 0.2839, 0.3012, 0.3792, 0.3101, 0.8047, 0.2244, 0.2533, -0.8570, 0.1562, 0.3022, 0.3947, 0.4066, 0.2766, 0.7046, 0.5868, 0.1939, 0.3083, 0.4024, 0.1182, -0.2171, 0.3557, 0.3516, 0.3353, 0.2454, 0.0168, 0.0787, 0.3253, 0.2859, 0.1337, 0.3394, 0.2643, 0.0481, 0.4097, 0.5319, 0.3195, 0.2936, 0.2326, 0.3456, 0.2824, 0.3073, 0.3841, 0.3839, 0.2716, 0.1435, 0.2673, 0.2889, 0.2635, 0.2336, 0.5195, -0.0221, 0.2951, 0.0905, 0.1477, 0.2334, 0.2677, 0.1003, 0.3244],
  "total_energy_ha": -5051.56885,
  "largest_force_ev_per_a": 8.55,
  "gap_ha": 0.25745,
  "lumo_energy_ha": -0.11763,
  "e_homo_ev": -10.21,
  "charge": 1
}



Record 2
{
  "formula": "C34H57CoN3O2SSi",
  "method": "wB97M-V/def2-TZVPD",
  "species": ["Co", "S", "Si", "O", "O", "N", "N", "N", "C", "C", "C", "C", "C", "C", "C", "C", "C", "C", "C", "C", "C", "C", "C", "C", "C", "C", "C", "C", "C", "C", "C", "C", "C", "C", "C", "C", "C", "C", "C", "C", "C", "C", "H", "H", "H", "H", "H", "H", "H", "H", "H", "H", "H", "H", "H", "H", "H", "H", "H", "H", "H", "H", "H", "H", "H", "H", "H", "H", "H", "H", "H", "H", "H", "H", "H", "H", "H", "H", "H", "H", "H", "H", "H", "H", "H", "H", "H", "H", "H", "H", "H", "H", "H", "H", "H", "H", "H", "H", "H"],
  "xyz": [[0.1765, 0.1646, 0.2369], [-1.2286, 4.1518, 1.3853], [1.9770, -2.8084, -0.5864], [-2.5861, -2.1071, -2.0908], [-1.2380, -2.8699, -4.0150], [-0.8445, 1.6611, 0.2099], [0.3340, -0.1405, 2.1929], [1.8223, 1.0869, -0.2670], [0.4755, -1.6271, -0.5969], [2.1118, 1.9663, -2.5829], [-1.0958, 1.8253, 4.0219], [-1.5460, -1.6367, -6.0999], [1.9415, 3.5025, -0.6757], [1.8724, -0.3103, 4.0953], [4.2462, 0.9601, -0.0383], [-3.0515, -3.3939, -1.4089], [2.0424, 3.0546, -3.4512], [1.9408, 2.1750, -1.1839], [2.7087, 0.3028, 1.8407], [2.8594, 0.7664, 0.5230], [-2.9539, -1.3911, 4.6402], [-1.3392, -4.9208, -5.3520], [-2.5900, -0.0450, 4.5654], [-1.0650, -1.9333, 3.2259], [-4.4147, -2.2812, -3.8300], [-3.6830, -1.3685, -2.8880], [-0.3072, -3.0361, 2.5592], [-1.4603, 0.3802, 3.8714], [1.8008, 4.3329, -2.9484], [1.5898, -0.0061, 2.6432], [2.3785, 0.6010, -3.1595], [2.2189, 3.8194, 0.7679], [-0.7923, -4.2384, -4.1232], [-0.7329, -0.5542, 3.0800], [1.7430, 4.5467, -1.5741], [1.4308, -4.6157, -0.5286], [3.1945, -2.7008, 0.8422], [-4.0306, -3.0306, -0.3288], [-0.6684, -1.8742, -4.9003], [-2.1646, -2.3328, 3.9835], [-1.0706, 2.7460, 0.7038], [3.0247, -2.6461, -2.1414], [3.9039, -1.8740, 0.7120], [2.1540, 2.8827, -4.5250], [-0.4227, -2.1318, -0.1891], [0.5885, -2.6882, 2.0386], [-4.3197, -0.9400, -2.1108], [0.3040, -4.2174, -4.1283], [1.8950, -0.1730, -2.5465], [-1.6564, -2.5355, -6.7168], [-5.0423, -1.6796, -4.4966], [-0.9584, -3.5379, 1.8260], [-1.7657, 2.4745, 3.4373], [3.6546, 0.1816, 2.3624], [2.7169, -2.5944, 1.8228], [-3.1126, -0.5832, -3.3892], [3.6599, -1.7509, -2.1186], [1.7699, -1.3891, 4.2971], [4.3893, 0.3853, -0.9678], [-1.8366, -2.3567, -2.7842], [1.9696, 0.5444, -4.1854], [-3.1811, 0.7125, 5.0816], [0.3299, -2.2278, -5.1816], [0.6580, -4.7965, 0.2288], [3.6927, -3.5187, -2.2138], [3.7767, -3.6365, 0.8613], [-1.1303, -4.7317, -3.2000], [1.9196, 3.0268, 1.4595], [0.2094, -1.3536, -1.6378], [4.9881, 0.6167, 0.6904], [1.2247, 0.2326, 4.7959], [-0.0574, 2.0117, 3.7102], [-5.0768, -2.9731, -3.2966], [-0.0063, -3.8022, 3.2935], [-1.2026, 2.1580, 5.0640], [-2.4166, -3.3944, 4.0169], [-3.5592, -2.3805, 0.4182], [1.7184, 4.7466, 1.0874], [2.2977, -5.2425, -0.2692], [-4.3560, -3.9401, 0.1859], [4.4562, 2.0171, -0.2619], [-3.7280, -2.8459, -4.4724], [-3.4778, -4.0221, -2.1981], [1.0499, -4.9581, -1.4993], [3.3028, 3.9753, 0.8916], [2.9058, -0.0198, 4.3164], [-1.0814, -0.8669, -6.7186], [-0.8418, -4.5870, -6.2677], [-2.5345, -1.2732, -5.7977], [3.4608, 0.3730, -3.2344], [2.4147, -2.6150, -3.0537], [-3.8243, -1.7026, 5.2086], [1.6025, 5.5475, -1.1723], [-0.5679, -0.9665, -4.2869], [1.6853, 5.1656, -3.6406], [-1.1481, -5.9907, -5.2575], [-4.9208, -2.5399, -0.7375], [-2.4225, -4.7881, -5.4545], [-2.1257, -3.8367, -1.0310]],
  "atomic_forces_ev_per_a": [[1.09, -1.33, 0.14], [-0.50, 1.85, 0.59], [-1.00, 0.72, 0.13], [-1.03, -0.34, -0.29], [-0.11, 0.15, 0.17], [-2.95, 5.20, 1.29], [0.84, -0.14, 1.22], [1.64, 0.41, 0.64], [-0.14, -1.27, -0.64], [-0.34, 0.21, 0.58], [0.31, 0.44, -0.27], [-0.07, 0.10, -0.29], [-0.38, -0.52, -0.37], [0.57, 0.05, 0.28], [0.55, 0.15, 0.42], [0.32, 0.78, -0.51], [-0.13, 0.25, 0.35], [0.86, -0.08, -0.58], [0.71, -0.10, 0.05], [-1.09, 0.57, -0.70], [0.26, 0.16, -0.31], [0.00, -0.32, -0.18], [-0.14, -0.55, 0.23], [-0.06, 0.72, -0.29], [-0.20, -0.27, -0.25], [0.90, -0.39, 0.82], [0.39, -0.39, -0.32], [-0.01, -0.42, -0.41], [-0.06, -0.03, -0.23], [-1.48, -0.39, -0.16], [-0.26, -0.31, -0.09], [-0.18, 0.14, 0.35], [0.19, 0.51, 0.10], [0.20, -0.19, 0.72], [0.41, -0.06, -0.24], [0.00, -0.29, -0.02], [0.30, -0.09, 0.11], [0.03, 0.07, 0.24], [0.22, -0.40, 0.43], [-0.32, 0.54, 0.13], [1.16, -4.80, -2.23], [0.25, -0.09, -0.15], [-0.20, -0.15, 0.12], [-0.03, 0.12, 0.29], [0.20, -0.32, -0.12], [-0.23, -0.01, 0.06], [0.20, 0.04, -0.25], [-0.12, -0.18, 0.10], [0.27, 0.16, -0.19], [-0.05, 0.21, 0.18], [0.06, 0.02, 0.19], [0.26, 0.06, 0.07], [0.38, -0.22, 0.02], [-0.12, -0.06, -0.08], [0.13, 0.06, -0.18], [-0.12, -0.10, 0.15], [-0.18, -0.18, -0.04], [-0.08, 0.31, -0.07], [-0.22, 0.20, 0.29], [-0.32, -0.21, 0.10], [0.18, -0.03, 0.35], [0.14, -0.21, 0.00], [-0.05, 0.21, 0.02], [0.08, 0.05, -0.09], [-0.13, 0.18, 0.01], [-0.11, 0.20, -0.03], [0.13, 0.18, -0.29], [-0.02, 0.09, -0.18], [0.20, -0.31, -0.10], [-0.02, 0.08, -0.17], [-0.03, -0.17, -0.33], [-0.43, 0.10, -0.04], [0.12, 0.13, -0.15], [-0.08, 0.26, -0.21], [0.07, -0.27, -0.16], [0.10, 0.23, 0.12], [-0.11, -0.07, -0.19], [0.14, -0.33, -0.22], [-0.23, 0.05, -0.12], [0.05, 0.08, -0.13], [-0.14, -0.28, 0.01], [-0.14, 0.12, 0.25], [0.11, 0.08, 0.20], [-0.02, 0.01, 0.09], [-0.20, -0.09, 0.00], [-0.22, -0.16, 0.07], [-0.07, 0.03, -0.02], [-0.13, 0.02, 0.15], [0.15, -0.10, -0.11], [-0.49, 0.13, 0.14], [0.10, 0.04, 0.10], [0.05, 0.07, -0.05], [0.07, -0.09, -0.13], [0.12, -0.23, -0.22], [-0.01, -0.11, 0.18], [0.00, -0.04, -0.06], [0.14, -0.12, 0.14], [0.20, 0.05, 0.05], [-0.11, 0.22, -0.04]],
  "lowdin_spin": [2.5734, 0.0327, 0.0163, 0.0007, 0.0005, 0.0357, 0.0642, 0.0772, 0.0606, 0.0058, 0.0013, 0.0000, 0.0069, 0.0010, 0.0015, 0.0003, -0.0011, 0.0073, 0.0067, 0.0025, 0.0051, 0.0000, -0.0007, 0.0050, 0.0000, 0.0000, 0.0006, 0.0055, 0.0063, 0.0009, 0.0010, 0.0012, 0.0002, 0.0075, -0.0007, 0.0037, 0.0017, 0.0000, 0.0000, -0.0009, 0.0355, 0.0015, 0.0002, -0.0002, 0.0126, 0.0000, 0.0000, 0.0001, 0.0004, 0.0000, 0.0000, 0.0002, 0.0005, 0.0007, 0.0001, 0.0000, 0.0000, -0.0004, -0.0003, 0.0001, 0.0000, -0.0001, 0.0000, 0.0001, 0.0002, 0.0002, 0.0001, 0.0000, 0.0144, 0.0006, -0.0002, 0.0001, 0.0000, 0.0002, 0.0001, -0.0002, 0.0001, 0.0004, 0.0007, 0.0000, -0.0003, 0.0000, 0.0000, 0.0002, 0.0003, 0.0006, 0.0000, 0.0000, 0.0000, 0.0003, 0.0002, 0.0004, -0.0001, 0.0000, 0.0005, 0.0000, 0.0000, 0.0000, 0.0003],
  "total_energy_ha": -3714.84524,
  "largest_force_ev_per_a": 6.11,
  "gap_ha": [0.21728, 0.23022],
  "multiplicity": 4,
  "lumo_energy_ha": [-0.00726, -0.00726],
  "e_homo_ev": [-6.11, -6.46],
  "s2": 3.77
}